DFT (ωB97M-V/def2-TZVPD) results for a 2-piece molecular cluster, C2H8S3 overall.

Each line ends with the natural charge from an NBO analysis.
Atoms and positions in Å:
S (-0.2148, 1.4642, 1.3866)  -0.1349
S (-2.1761, 1.1823, 0.6531)  -0.1435
H (0.4832, 1.2802, 0.2512)  0.1311
H (-2.5892, 0.9305, 1.9281)  0.1471
C (-0.1753, -1.1384, -1.3996)  -0.7618
S (1.2639, -1.7206, -0.5084)  0.1684
C (2.5311, -0.5915, -1.2948)  -0.7094
H (-1.0184, -1.3213, -0.7362)  0.2413
H (-0.2328, -1.6365, -2.3633)  0.2176
H (-0.2314, -0.0562, -1.5414)  0.2030
H (2.0352, 0.3710, -1.3885)  0.2008
H (3.3702, -0.6250, -0.6138)  0.2279
H (2.7603, -0.8861, -2.3148)  0.2125

Total charge: 0
ΔE to the lowest compared entry with this formula, charge and spin (eV): 0.656
LUMO (eV): 0.181
SMILES: CSC.SS
HOMO level (eV): -8.38
Frontier orbital gap (eV): 8.6